Entry 1:
{"formula": "C9H17O3PS", "method": "ωB97M-V with the def2-TZVPD basis set", "species": ["C", "C", "C", "C", "C", "C", "C", "C", "C", "O", "O", "O", "P", "S", "H", "H", "H", "H", "H", "H", "H", "H", "H", "H", "H", "H", "H", "H", "H", "H", "H"], "xyz": [[3.244359, 0.418812, 1.167481], [2.155217, 0.751468, 0.443977], [1.794268, 2.194443, 0.509267], [3.736550, -1.047349, 1.280751], [0.163592, -2.606801, 1.034569], [-3.092102, 0.120779, -1.297029], [0.121554, 3.686225, -0.236515], [-0.744692, -1.941952, -0.043723], [-1.774487, 0.777042, -1.162655], [2.410196, 3.081934, 1.019340], [1.428312, -0.081060, -0.215245], [0.713971, 2.436014, -0.226727], [-0.835489, -0.110332, 0.172226], [-1.094662, 0.619045, 1.943756], [3.784936, 1.235046, 1.532590], [3.027901, -1.617462, 0.793558], [3.622999, -1.470439, 2.248400], [4.680818, -1.281523, 0.873736], [0.280633, -3.628518, 0.898723], [1.042482, -2.076899, 1.083877], [-0.332260, -2.557196, 1.981992], [-2.928898, -0.916196, -1.794210], [-3.621543, 0.023711, -0.329347], [-3.655883, 0.827412, -1.956108], [0.048309, 4.130704, -1.212888], [0.622941, 4.355089, 0.518638], [-0.890526, 3.728930, 0.200275], [-1.761022, -2.403242, -0.175480], [-0.435832, -1.979553, -1.127853], [-1.800715, 1.834867, -0.829597], [-1.303378, 0.708819, -2.195745]], "forces_ev_per_angstrom": [[-0.012, -2.246, -0.702], [0.880, 0.514, 1.876], [0.457, 0.445, -0.820], [-1.088, 2.327, 0.426], [-2.881, 1.079, -0.727], [-1.370, -1.048, -0.776], [-0.291, 2.302, 2.407], [-0.619, 0.072, -1.456], [2.460, 0.169, -0.597], [0.564, 0.360, 0.906], [-3.609, -1.232, -1.225], [-1.544, -1.117, -1.060], [2.426, 0.273, 0.807], [-0.016, -0.423, -0.800], [0.900, 0.889, 0.770], [-1.360, -1.209, -1.721], [0.499, 0.171, 1.430], [1.238, 0.099, -0.353], [0.504, -1.876, -0.862], [2.112, 0.894, 0.116], [-0.379, 0.453, 0.662], [-0.756, 1.761, 0.785], [0.134, -0.086, -0.585], [-0.070, -1.089, 0.361], [0.446, 0.017, -0.477], [0.108, -0.382, -1.244], [-0.025, -0.971, -0.320], [0.604, 0.589, 0.827], [0.646, -0.263, 1.043], [-0.019, -0.721, -0.193], [0.059, 0.247, 1.499]], "mulliken_charge": [-0.29, 0.39, 0.52, -1.20, -0.91, -1.23, -0.87, -0.44, -0.16, -0.63, -0.84, -0.16, 0.64, -0.31, 0.55, 0.27, 0.33, 0.37, 0.45, -0.11, 0.36, 0.27, 0.36, 0.40, 0.31, 0.33, 0.30, 0.42, 0.37, 0.14, 0.35], "energy_ev": -35873.3309, "multiplicity": 1, "homo_energy_ev": [-7.90, -7.90], "homo_lumo_gap_ev": [7.35, 7.35], "charge": 0, "de_lowest_kcal_mol": 96.7}

Entry 2:
{"formula": "C25H31ClN4O6PTb", "method": "ωB97M-V with the def2-TZVPD basis set", "species": ["Tb", "O", "C", "O", "C", "C", "N", "N", "C", "C", "O", "O", "H", "H", "H", "C", "N", "C", "C", "C", "C", "C", "N", "C", "C", "C", "C", "C", "C", "H", "H", "H", "H", "H", "H", "H", "H", "H", "H", "H", "C", "C", "P", "C", "C", "C", "C", "H", "H", "H", "H", "H", "H", "H", "H", "H", "H", "H", "H", "H", "H", "H", "Cl", "C", "C", "O", "O", "H", "H"], "xyz": [[-0.784219, -1.318174, 0.074435], [3.366581, -1.734511, 4.642310], [2.117613, -1.761729, 5.192684], [1.871661, -2.002045, 6.346297], [0.921740, -1.502774, 4.322332], [-0.350273, -1.189965, 4.849071], [-1.128857, -0.980351, 3.794681], [-0.514475, -1.098812, 2.619325], [0.774162, -1.354373, 2.878013], [1.803141, -1.570854, 1.764685], [2.976466, -1.723769, 2.118316], [1.322774, -1.702138, 0.600154], [3.374028, -1.592985, 3.644060], [-0.745440, -1.133375, 5.811019], [-2.080136, -0.632432, 3.632390], [-0.944688, -1.337585, -3.457798], [-1.432826, -0.707128, -2.212155], [-2.619569, -0.139872, -2.163546], [-3.200788, 0.406350, -1.007305], [-4.445698, 1.016714, -0.807446], [-4.535636, 1.266971, 0.550497], [-3.339542, 0.765362, 1.127333], [-2.534682, 0.326182, 0.161411], [0.530928, -1.134556, -3.567031], [0.912478, -0.001078, -4.205482], [2.253754, 0.289570, -4.425019], [3.211433, -0.665416, -4.021493], [2.822970, -1.794985, -3.335057], [1.487502, -2.007395, -3.089336], [-1.390722, -0.787291, -4.325888], [-1.156815, -2.422976, -3.463316], [-3.191889, -0.094612, -3.057397], [-5.205046, 1.210923, -1.539140], [-5.343303, 1.741518, 1.061736], [-3.019304, 0.689013, 2.171093], [0.119496, 0.679474, -4.654963], [2.615384, 1.076616, -5.086229], [4.270360, -0.577157, -4.173532], [3.592657, -2.556028, -2.986937], [1.187366, -2.897493, -2.639029], [2.944624, 1.224820, 0.559189], [2.066708, 2.251737, -0.133691], [0.248260, 1.810792, 0.101342], [-0.130824, 2.353319, 1.820679], [0.027931, 3.826125, 2.174614], [-0.650480, 3.000555, -0.992667], [0.066445, 4.184060, -1.550956], [4.014397, 1.426225, 0.331868], [2.650863, 0.250483, 0.176391], [2.820559, 1.273122, 1.588997], [2.212742, 2.211905, -1.220195], [2.189054, 3.263688, 0.229208], [0.489676, 1.708766, 2.449320], [-1.197725, 2.084521, 1.920788], [0.934297, 4.311262, 1.773586], [0.014274, 4.029696, 3.229454], [-0.818725, 4.397614, 1.880486], [-1.515345, 3.329636, -0.389007], [-1.071560, 2.468384, -1.859828], [0.057291, 4.952456, -0.877943], [-0.486093, 4.591410, -2.352846], [1.083735, 3.981120, -1.958589], [-0.054857, -6.221001, 0.621515], [-1.555116, -5.488873, -0.034959], [-1.363646, -3.950832, -0.059759], [-1.751733, -3.235469, 0.872859], [-0.774991, -3.488751, -1.052523], [-2.394506, -5.711557, 0.644864], [-1.623828, -5.882017, -1.035968]], "forces_ev_per_angstrom": [[0.023, 0.505, -0.835], [-1.414, 0.111, 1.064], [0.441, -0.206, -1.009], [0.863, 0.081, 0.183], [-0.259, 1.075, -1.241], [1.767, -0.593, -1.807], [-1.584, 0.561, -1.868], [1.484, 0.262, -0.602], [-0.328, -0.433, 1.939], [0.205, -0.902, 1.630], [-0.511, 0.454, -0.858], [0.137, 0.328, -0.244], [-0.628, -0.276, 0.479], [-0.197, 0.022, 1.419], [0.482, -0.469, 1.216], [-0.620, 0.376, 0.099], [-1.176, 0.014, 0.732], [1.804, -0.767, -0.683], [-0.366, 0.488, -0.384], [0.034, -0.136, -0.095], [0.602, -0.348, 0.681], [-0.607, 0.643, -0.065], [0.905, -1.298, 1.200], [-0.479, -0.301, 0.385], [0.034, 2.607, -1.692], [1.115, -1.133, -0.495], [-0.350, 0.519, 0.310], [1.107, -0.978, 0.644], [-0.043, 0.266, -0.544], [-0.026, -0.864, 0.542], [-0.274, 0.548, 0.005], [-0.620, 0.085, -0.961], [-0.080, 0.091, -0.247], [-0.332, 0.095, 0.238], [-0.311, 0.345, -0.393], [1.101, -0.829, 0.719], [-0.426, 0.193, 0.422], [0.247, 0.530, -0.409], [-1.118, 1.126, -0.507], [-0.544, -1.365, 0.891], [0.734, 0.450, -2.232], [-1.340, -0.322, -0.139], [0.850, -0.480, -0.374], [-0.275, 0.264, -0.324], [0.759, 0.214, -0.091], [-0.912, -0.807, 0.034], [1.253, -1.163, -1.307], [-0.614, -0.297, 0.155], [0.384, -0.149, 0.159], [-0.190, -0.119, 2.031], [0.112, 0.165, 0.188], [0.367, 0.315, -0.078], [-0.205, -0.008, 0.138], [0.487, -0.134, 0.300], [-0.314, -0.316, 0.067], [0.353, -0.371, 0.788], [-0.758, 0.472, -0.915], [0.147, -0.114, -0.308], [0.073, -0.368, 0.521], [0.705, 2.044, 2.034], [-0.752, 0.268, -1.227], [-0.673, 0.132, 0.537], [-0.157, 0.106, 0.142], [-0.014, 0.884, 1.022], [0.356, -2.434, -1.136], [-0.886, 0.636, 1.657], [0.478, 0.908, -0.818], [0.411, -0.241, -0.515], [-0.439, 0.037, -0.168]], "mulliken_charge": [0.13, -0.58, 0.44, -0.58, 0.28, -0.59, -0.26, 0.44, -0.17, 0.90, -0.88, -0.28, 0.46, 0.59, 0.13, -1.35, 0.35, -0.33, 0.31, -1.18, -1.15, -0.47, 0.81, 0.58, -0.15, -0.91, -0.42, -0.68, -0.10, 0.59, 0.26, 0.56, 0.53, 0.50, 0.35, 0.19, 0.42, 0.40, 0.31, 0.58, -1.26, -0.87, 1.31, -0.27, -1.42, -0.31, -1.61, 0.41, 0.12, 0.37, 0.35, 0.50, 0.25, 0.08, 0.24, 0.42, 0.39, 0.34, 0.21, 0.41, 0.51, 0.23, -0.19, -0.59, 0.79, -0.59, -0.48, 0.33, 0.29], "energy_ev": -88923.9807, "multiplicity": 7, "homo_energy_ev": [-8.32, -8.33], "homo_lumo_gap_ev": [8.36, 8.37], "s_squared": 12.67, "charge": 0, "de_lowest_kcal_mol": 0.0}

Entry 3:
{"formula": "C5H4S", "method": "ωB97M-V with the def2-TZVPD basis set", "species": ["C", "C", "C", "C", "C", "S", "H", "H", "H", "H"], "xyz": [[-1.021893, 0.971708, 1.158266], [-1.636065, 1.118992, 2.299629], [0.171228, -0.365303, -0.303824], [-1.320197, -0.046397, 0.013339], [0.093337, 1.175045, 0.114369], [-1.115685, 1.287350, -1.254620], [0.854682, -0.689148, 0.376008], [0.386917, -0.516744, -1.312709], [-2.154571, -0.700836, 0.014251], [0.923032, 1.802404, 0.210739]], "forces_ev_per_angstrom": [[1.386, -1.815, -5.891], [-0.999, 0.872, 3.159], [-1.551, 3.145, 2.277], [-0.199, -1.314, -0.238], [0.786, -0.097, -0.626], [-1.763, 1.687, 0.740], [1.366, -2.537, 2.112], [0.440, -0.363, -1.372], [-0.734, -0.714, -0.154], [1.268, 1.136, -0.007]], "mulliken_charge": [0.19, -0.71, -0.90, -0.11, -0.06, -0.23, 0.39, 0.31, 0.54, 0.58], "energy_ev": -16075.6109, "multiplicity": 3, "homo_energy_ev": [-7.76, -9.23], "homo_lumo_gap_ev": [8.26, 6.50], "s_squared": 2.01, "charge": 0, "de_lowest_kcal_mol": 47.5}

Entry 4:
{"formula": "C10H28ClO11P3", "method": "ωB97M-V with the def2-TZVPD basis set", "species": ["C", "O", "C", "C", "O", "C", "P", "O", "Cl", "H", "H", "H", "H", "H", "H", "H", "H", "H", "H", "C", "O", "P", "O", "O", "C", "O", "C", "H", "H", "H", "H", "H", "H", "H", "H", "H", "C", "O", "P", "O", "O", "C", "O", "C", "H", "H", "H", "H", "H", "H", "H", "H", "H"], "xyz": [[1.612903, -0.057672, 3.452921], [1.939634, -0.501302, 4.817612], [3.130865, 0.227654, 5.330222], [4.290681, -0.831940, 5.778565], [5.669135, -0.338085, 5.753911], [6.080459, 0.229029, 4.474080], [4.080767, -2.596508, 4.976228], [4.456389, -2.587061, 3.284363], [5.513755, -3.850220, 5.929420], [0.630636, -0.542773, 3.027624], [2.484074, -0.387957, 2.714748], [1.531356, 1.123344, 3.343464], [3.431583, 1.029158, 4.541180], [2.758171, 0.782981, 6.319173], [4.070465, -1.053339, 6.934164], [5.648297, 1.341150, 4.428731], [7.261520, 0.331905, 4.371840], [5.675559, -0.303336, 3.516436], [4.192624, -1.740367, 2.819719], [-2.798304, -1.667027, -2.118425], [-3.495567, -0.965640, -1.098681], [-2.856482, -0.994735, 0.508619], [-1.418998, -0.910508, -0.016143], [-3.302635, -2.578460, 0.652356], [-4.675827, -2.881232, 0.497496], [-2.217310, -1.023718, 2.115927], [-3.184938, -1.081027, 3.143910], [-3.486742, -1.824654, -2.956372], [-1.958515, -1.066387, -2.477075], [-2.447701, -2.641894, -1.769442], [-4.831243, -3.352597, -0.478047], [-5.297965, -1.983098, 0.567028], [-4.979693, -3.582250, 1.278303], [-3.571585, -2.098299, 3.237023], [-4.004982, -0.387877, 2.934920], [-2.712150, -0.799581, 4.088314], [-1.021509, 1.481848, -8.045437], [-0.183005, 2.076230, -7.064818], [-0.415726, 1.642107, -5.406485], [-0.703939, 0.185093, -5.784470], [-1.827359, 2.499270, -5.385033], [-1.751929, 3.879245, -5.687175], [-0.648363, 1.207871, -3.748132], [-0.469772, 2.260752, -2.822991], [-0.972613, 2.094141, -8.952990], [-0.657160, 0.481008, -8.290825], [-2.061858, 1.437435, -7.712599], [-2.143703, 4.047490, -6.695256], [-0.722790, 4.248830, -5.634122], [-2.364339, 4.437187, -4.975083], [-1.350003, 2.907418, -2.818141], [0.420328, 2.844061, -3.076125], [-0.344499, 1.834340, -1.824432]], "forces_ev_per_angstrom": [[0.434, 0.203, -1.375], [0.896, 1.528, -1.276], [-0.892, 0.370, 0.685], [0.653, 0.223, 0.897], [-0.770, 0.200, -1.337], [-0.022, 1.956, -0.873], [-1.770, -0.385, -0.702], [0.036, 1.540, 1.263], [0.048, 1.203, -0.737], [1.915, 0.829, 1.309], [-1.675, 0.659, 1.367], [0.082, -2.407, 0.505], [-0.143, -1.567, 1.499], [0.963, -1.057, -2.200], [0.617, 0.219, -2.560], [1.028, -2.220, -0.055], [-2.645, -0.577, 0.635], [0.754, 0.584, 1.951], [0.430, -1.321, 0.959], [0.829, -0.132, -0.365], [-3.038, 1.974, 1.890], [8.169, -5.487, -3.847], [-1.163, 1.172, 0.635], [-0.598, 1.070, 1.030], [-0.653, -0.387, -0.308], [-2.697, 2.022, -0.650], [-0.269, -0.221, 0.852], [-0.189, 0.218, 0.332], [-0.040, -0.215, 0.117], [0.046, 0.156, 0.066], [-0.105, 0.139, 0.103], [-0.104, -0.253, -0.097], [0.097, 0.082, -0.012], [-0.112, 0.020, 0.032], [-0.017, -0.069, 0.377], [-0.052, 0.009, -0.152], [-0.242, -0.639, -0.152], [2.540, 2.519, 1.480], [-7.280, -6.978, -3.086], [1.350, 0.979, 0.508], [1.097, 0.471, 0.949], [-0.188, 0.651, -0.367], [2.676, 2.057, -0.876], [-0.138, 0.383, 0.868], [0.228, 0.177, 0.309], [-0.196, 0.087, 0.163], [0.134, -0.092, 0.066], [0.159, 0.086, 0.092], [-0.214, 0.159, -0.117], [0.052, -0.112, 0.003], [0.034, 0.116, 0.009], [-0.068, 0.075, 0.356], [0.012, -0.016, -0.162]], "mulliken_charge": [-0.32, -0.30, -0.47, -0.01, -0.36, -0.41, 0.40, -0.51, -0.28, 0.11, 0.11, 0.25, 0.36, 0.18, 0.32, 0.21, 0.26, 0.13, 0.30, -0.56, -0.45, 1.03, -0.62, -0.31, -0.75, -0.14, -0.70, 0.25, 0.20, 0.32, 0.25, 0.37, 0.27, 0.26, 0.32, 0.24, -0.58, -0.47, 1.03, -0.61, -0.28, -0.75, -0.15, -0.70, 0.25, 0.23, 0.31, 0.25, 0.37, 0.27, 0.27, 0.33, 0.23], "energy_ev": -73726.1182, "multiplicity": 1, "homo_energy_ev": -8.18, "homo_lumo_gap_ev": 5.03, "smiles": "COC[C@H](OC)P(O)Cl.COP(=O)(OC)OC.COP(=O)(OC)OC", "charge": 0}